(i)
12
Properties=species:S:1:pos:R:3:nbo_charge:R:1 method="wB97M-V/def2-TZVPD" multiplicity=1
N -0.628 -1.689 -1.616 -0.6171
N 0.224 -0.760 -1.134 -0.2267
C 0.180 -0.354 0.080 0.3519
N -1.012 -0.278 0.862 -0.5157
C -0.746 0.690 1.652 0.3946
O 0.514 1.182 1.691 -0.3582
N 1.251 0.492 0.615 0.1060
O 1.493 1.470 -0.371 -0.5438
H -1.609 -1.676 -1.151 0.3554
H -0.688 -1.805 -2.601 0.3745
H -1.441 1.113 2.350 0.1968
H 2.462 1.615 -0.377 0.4823

(ii)
12
Properties=species:S:1:pos:R:3:nbo_charge:R:1 method="wB97M-V/def2-TZVPD" multiplicity=1
N 1.593 0.998 1.200 -0.6149
N 0.452 0.907 0.259 -0.0183
O -0.742 1.544 0.863 -0.2354
N -1.857 0.939 0.299 -0.0392
C -1.457 0.029 -0.484 -0.0575
C -0.010 -0.231 -0.352 0.2358
N 0.697 -1.226 -0.837 -0.1985
O 0.012 -2.035 -1.725 -0.5529
H 1.269 0.267 1.899 0.3596
H 1.509 2.052 1.548 0.3926
H -2.272 -0.505 -0.885 0.2362
H 0.807 -2.739 -1.784 0.4925

(iii)
12
Properties=species:S:1:pos:R:3:nbo_charge:R:1 method="wB97M-V/def2-TZVPD" smiles="ONC1=NN=CNO1" multiplicity=1
O -2.524 0.426 -0.103 -0.5788
N -1.761 -0.780 -0.026 -0.3302
C -0.388 -0.470 -0.120 0.6232
N 0.406 -1.458 -0.240 -0.3473
N 1.803 -1.126 -0.094 -0.2793
C 2.141 0.065 0.129 0.1903
N 1.277 1.049 -0.339 -0.3609
O -0.030 0.805 0.148 -0.3524
H -3.447 0.182 -0.400 0.4776
H -2.033 -1.203 0.872 0.3723
H 3.164 0.437 0.374 0.1968
H 1.391 2.073 -0.200 0.3886

The computed energies, referenced to the most stable structure and given in kcal/mol, are (i) 0.0; (ii) 47.7; (iii) 23.8.

(i)
22
Properties=species:S:1:pos:R:3:nbo_charge:R:1 method="wB97M-V/def2-TZVPD" smiles="CC[C@@H](C)[C@H]([NH3+])C=O" total_charge=+1 multiplicity=1
C -0.652 -1.864 -1.431 -0.6333
C 0.685 -1.381 -0.930 -0.4086
C 0.583 -0.643 0.487 -0.2276
C 1.934 -0.761 1.259 -0.6140
C 0.158 0.852 0.474 -0.1512
N -0.915 1.146 1.485 -0.6685
C -0.317 1.348 -0.895 0.4348
O -1.500 1.600 -0.902 -0.5005
H -0.968 -1.329 -2.304 0.2279
H -1.387 -1.826 -0.631 0.1960
H -0.599 -2.936 -1.662 0.2438
H 1.410 -2.175 -0.761 0.2312
H 1.247 -0.812 -1.710 0.2151
H -0.197 -1.257 0.984 0.2122
H 2.655 -1.107 0.497 0.2347
H 1.812 -1.577 2.056 0.2378
H 2.213 0.191 1.688 0.2039
H 0.995 1.474 0.867 0.2330
H -1.166 2.124 1.528 0.4544
H -1.711 0.558 1.211 0.4520
H -0.780 0.794 2.444 0.4468
H 0.477 1.391 -1.635 0.1802

(ii)
22
Properties=species:S:1:pos:R:3:nbo_charge:R:1 method="wB97M-V/def2-TZVPD" total_charge=+1 multiplicity=1
C -0.188 0.344 -0.672 -0.0822
C -0.774 0.407 1.310 -0.2096
C -0.107 -0.566 -1.820 0.3203
C -0.076 1.794 -1.058 -0.6810
C 0.764 -0.174 -2.967 -0.7115
C -0.211 -0.716 3.316 -0.4313
N 0.137 -0.534 1.851 -0.5091
O -0.508 -1.853 -1.610 -0.6726
H -1.769 0.047 1.389 0.2253
H -0.726 1.418 1.562 0.2331
H -0.390 1.927 -2.054 0.2200
H 0.910 2.123 -0.954 0.2149
H -0.627 2.495 -0.433 0.2186
H 1.792 0.027 -2.621 0.2489
H 0.372 0.807 -3.405 0.2553
H 1.007 -0.919 -3.735 0.2503
H 0.691 -1.251 3.800 0.2395
H -0.167 0.169 3.873 0.2388
H -1.178 -1.255 3.330 0.2439
H 0.094 -1.560 1.445 0.4621
H 1.060 -0.278 1.715 0.4324
H -0.107 -2.454 -2.263 0.4939

The computed energies, referenced to the most stable structure and given in kcal/mol, are (i) 0.0; (ii) 71.7.